1.
Formula: C20H28N2
Source: the Open Molecules 2025 dataset
Level of theory: ωB97M-V/def2-TZVPD

## Properties
Frontier orbital gap, eV: 8.238
Largest force on an atom, eV/Å: 0.38
E_LUMO, Eh: 0.0227
Calculated total energy, Eh: -888.41285
SMILES: CCCC[C@@H]1CNCCN1CCc1cccc2ccccc12

Geometry as ORCA input:
```
! RIJCOSX wB97M-V def2-TZVPD def2/J DEFGRID3
* xyz 0 1
N 3.618 -2.095 1.313
N 1.956 -0.636 -0.582
C -4.533 1.255 0.357
C -4.476 -0.867 -0.876
C -2.481 -0.076 0.302
C 2.481 0.031 0.600
C -3.917 2.199 1.129
C 2.828 -0.955 1.739
C 3.408 1.890 -0.888
C -1.791 -1.236 -0.145
C -0.341 -1.450 0.168
C -2.580 2.023 1.509
C 2.948 -2.786 0.225
C -1.883 0.917 1.109
C 3.709 0.878 0.217
C 2.545 3.060 -0.420
C -3.794 -1.974 -1.292
C 0.535 -0.601 -0.787
C 2.660 -1.846 -0.957
C -2.453 -2.150 -0.927
C 2.323 4.071 -1.538
C -3.841 0.104 -0.075
H 2.904 1.372 -1.705
H -4.278 -2.720 -1.905
H -5.566 1.375 0.061
H 1.907 -1.356 2.174
H -5.510 -0.717 -1.153
H 3.576 -3.617 -0.103
H -0.093 -2.504 0.033
H 3.373 -0.430 2.527
H 1.704 4.897 -1.192
H 1.575 2.692 -0.078
H -1.931 -3.033 -1.271
H 0.216 0.443 -0.717
H 1.708 0.710 0.969
H -2.101 2.770 2.126
H 1.825 3.600 -2.382
H 0.340 -0.932 -1.813
H 2.080 -2.365 -1.722
H 4.531 -1.778 0.999
H 3.619 -1.553 -1.405
H -4.453 3.079 1.453
H 3.031 3.554 0.425
H 4.065 1.400 1.108
H 2.017 -3.194 0.627
H 4.352 2.286 -1.269
H -0.858 0.803 1.424
H 3.272 4.475 -1.882
H -0.124 -1.180 1.202
H 4.509 0.218 -0.123
*
```

=====

2.
Formula: C3H2N2O2
Source: the Open Molecules 2025 dataset
Level of theory: ωB97M-V/def2-TZVPD

## Properties
Frontier orbital gap, eV: 10.900
Largest force on an atom, eV/Å: 1.45
E_LUMO, Eh: -0.0076
Calculated total energy, Eh: -375.37996

Geometry as ORCA input:
```
! RIJCOSX wB97M-V def2-TZVPD def2/J DEFGRID3
* xyz 0 1
O -0.520 -1.024 0.342
O -1.372 0.267 -1.371
N 0.786 -1.179 -0.144
N 0.921 1.056 0.457
C 1.487 -0.116 -0.009
C -1.456 -0.246 -0.297
C -0.112 1.497 0.852
H -2.282 -0.119 0.422
H 2.548 -0.136 -0.252
*
```

=====

3.
Formula: C3H8IN2O
Source: the Open Molecules 2025 dataset
Level of theory: ωB97M-V/def2-TZVPD

## Properties
Frontier orbital gap, eV: 8.243
Largest force on an atom, eV/Å: 3.80
E_LUMO, Eh: -0.1944
Calculated total energy, Eh: -601.21294
SMILES: CN[C@@H](C=[NH2+])OI

Geometry as ORCA input:
```
! RIJCOSX wB97M-V def2-TZVPD def2/J DEFGRID3
* xyz 1 1
I -1.608 2.463 0.150
O -0.446 1.186 1.258
N -0.429 -0.749 -0.229
N 1.403 1.190 -1.185
C 0.275 0.126 0.703
C -1.124 -1.912 0.254
C 1.399 0.912 0.061
H -0.565 -2.409 0.996
H 0.708 0.748 -1.822
H -2.093 -1.521 0.727
H 0.490 -0.508 1.576
H -0.946 -0.112 -0.802
H 2.023 1.385 0.716
H -1.196 -2.524 -0.736
H 2.110 1.725 -1.665
*
```

=====

4.
Formula: C3H9NO3
Source: the Open Molecules 2025 dataset
Level of theory: ωB97M-V/def2-TZVPD

## Properties
Frontier orbital gap, eV: 10.155
Largest force on an atom, eV/Å: 2.39
E_LUMO, Eh: 0.0215
Calculated total energy, Eh: -400.15168
SMILES: COCC(N)=O.O

Geometry as ORCA input:
```
! RIJCOSX wB97M-V def2-TZVPD def2/J DEFGRID3
* xyz 0 1
O -0.041 0.172 -0.225
O 2.110 -0.372 -2.725
O -3.364 0.589 1.882
N 2.437 1.232 -1.206
C 1.911 0.093 -1.618
C 1.023 -0.697 -0.659
C -1.056 -0.480 0.530
H 2.782 1.916 -1.884
H -2.504 0.465 2.345
H -0.516 -1.057 1.299
H 2.387 1.477 -0.214
H -1.786 0.177 1.032
H 0.639 -1.594 -1.182
H 1.624 -1.043 0.204
H -4.041 0.305 2.538
H -1.605 -1.184 -0.118
*
```

=====

5.
Formula: CH2AgLiO3
Source: the Open Molecules 2025 dataset
Level of theory: ωB97M-V/def2-TZVPD

## Properties
Frontier orbital gap, eV: 3.031
Largest force on an atom, eV/Å: 2.63
E_LUMO, Eh: -0.1081
Calculated total energy, Eh: -419.45627

Geometry as ORCA input:
```
! RIJCOSX wB97M-V def2-TZVPD def2/J DEFGRID3
* xyz 0 1
Ag 2.232 -1.667 -0.548
O -0.694 1.185 -0.094
O 0.234 -0.757 0.435
O 1.543 0.899 -0.089
C 0.282 0.487 0.192
Li -1.823 -0.574 -0.106
H -3.495 -1.336 -0.094
H 1.721 1.762 0.304
*
```

=====

6.
Formula: C26H27BCl2F7IrN2O5S
Source: the Open Molecules 2025 dataset
Level of theory: ωB97M-V/def2-TZVPD

## Properties
Frontier orbital gap, eV: 6.524
Largest force on an atom, eV/Å: 3.16
E_LUMO, Eh: -0.0469
Calculated total energy, Eh: -3639.75291

Geometry as ORCA input:
```
! RIJCOSX wB97M-V def2-TZVPD def2/J DEFGRID3
* xyz 0 1
Ir -0.576 -1.478 -0.977
Cl -1.504 -8.984 0.336
Cl -3.157 -4.849 -2.675
S 0.315 -2.213 -3.548
F -3.073 -0.587 1.988
F 1.056 0.097 -4.582
F 0.601 -1.461 -6.014
F -2.665 -2.719 1.242
F 2.458 -1.518 -4.901
F -2.387 -0.893 -0.201
F -4.509 -1.568 0.476
O -1.169 -3.367 -1.266
O 0.464 -3.561 -3.967
O 1.033 -1.814 -2.281
O -1.033 -1.641 -3.471
O 1.168 -3.300 0.401
N -0.014 -0.668 0.762
N -0.423 0.517 -1.434
C 1.052 5.410 -1.127
C -0.102 -1.332 1.918
C -2.199 -6.804 -1.108
C 0.512 2.612 -0.765
C 0.905 1.257 4.511
C -1.142 -4.610 -0.896
C 0.182 3.199 -1.984
C -0.783 1.074 -2.589
C 0.888 -4.464 0.601
C -0.239 -5.190 0.024
C 0.640 1.276 1.964
C -2.091 -5.485 -1.481
C 1.227 2.743 4.354
C 0.177 1.297 -0.516
C -0.508 2.392 -2.884
C -0.666 5.354 -2.929
C 0.327 0.630 0.786
C 1.671 4.572 -3.396
C 2.122 0.546 5.121
C 1.168 -1.212 -4.840
C 0.583 0.599 3.179
C 0.187 -0.733 3.123
C -0.361 -6.533 0.397
C 0.554 4.629 -2.343
C -0.304 1.109 5.446
C -1.336 -7.325 -0.149
B -3.253 -1.504 0.976
H 2.568 4.098 -2.993
H -0.439 -2.353 1.855
H -1.518 5.311 -2.249
H 0.306 5.437 -0.330
H -1.305 0.435 -3.284
H -0.521 0.064 5.669
H -0.827 2.766 -3.846
H 1.412 3.176 5.338
H 1.515 -5.070 1.285
H 1.022 3.172 0.003
H 1.358 4.008 -4.277
H 1.261 6.439 -1.421
H 0.333 -6.940 1.123
H -1.199 1.550 5.005
H 1.926 -0.514 5.286
H 2.994 0.631 4.470
H -0.972 4.934 -3.887
H -2.953 -7.431 -1.564
H 0.071 -1.325 4.019
H 1.931 5.583 -3.714
H 1.978 4.994 -0.725
H 2.367 0.997 6.083
H 0.398 3.292 3.904
H -0.100 1.615 6.390
H 0.891 2.324 1.925
H 2.123 2.903 3.751
H -0.418 6.403 -3.097
*
```

=====

Repeat the fifth record exactly.
Formula: CH2AgLiO3
Source: the Open Molecules 2025 dataset
Level of theory: ωB97M-V/def2-TZVPD

## Properties
Frontier orbital gap, eV: 3.031
Largest force on an atom, eV/Å: 2.63
E_LUMO, Eh: -0.1081
Calculated total energy, Eh: -419.45627

Geometry as ORCA input:
```
! RIJCOSX wB97M-V def2-TZVPD def2/J DEFGRID3
* xyz 0 1
Ag 2.232 -1.667 -0.548
O -0.694 1.185 -0.094
O 0.234 -0.757 0.435
O 1.543 0.899 -0.089
C 0.282 0.487 0.192
Li -1.823 -0.574 -0.106
H -3.495 -1.336 -0.094
H 1.721 1.762 0.304
*
```